Record 1
{"formula": "C3HI3", "method": "wB97M-V/def2-TZVPD", "largest_force_ha_per_bohr": 0.014, "multiplicity": 1, "e_above_lowest_kj_mol": 179.76, "homo_lumo_gap_ev": 7.08, "e_lumo_ev": -1.4, "species": ["H", "I", "C", "C", "I", "I", "C"], "coordinates": [[2.58116, 0.36685, 0.37341], [-0.60438, -2.28580, -0.60173], [0.96976, -1.10754, -0.16375], [-1.98219, 0.59076, -0.23775], [-0.79099, 1.88660, -1.31929], [-1.97900, 0.85152, 1.81360], [1.80563, -0.30240, 0.13552]], "atomic_forces_ev_per_a": [[0.347, 0.336, 0.135], [0.658, 0.212, 0.100], [-0.632, -0.368, -0.054], [-0.485, -0.096, -0.275], [0.036, 0.138, 0.213], [0.227, 0.190, 0.027], [-0.150, -0.412, -0.147]]}

=====

Record 2
{"formula": "C21H58O8", "method": "wB97M-V/def2-TZVPD", "largest_force_ha_per_bohr": 0.025, "multiplicity": 1, "e_above_lowest_kj_mol": 2.00, "smiles": "CC(C)O.CC(C)O.CC(C)O.CC(C)O.CC(C)O.CC(C)O.CC(C)O.O", "homo_lumo_gap_ev": 10.12, "e_lumo_ev": 0.6, "species": ["C", "H", "H", "H", "H", "C", "H", "H", "H", "O", "O", "H", "C", "O", "H", "H", "H", "H", "H", "C", "H", "C", "C", "H", "H", "H", "O", "H", "H", "H", "H", "H", "H", "H", "H", "H", "O", "H", "C", "O", "O", "H", "H", "H", "H", "H", "H", "H", "C", "C", "H", "C", "C", "H", "O", "H", "H", "H", "H", "H", "H", "H", "H", "H", "C", "C", "C", "C", "H", "H", "H", "C", "H", "C", "H", "H", "H", "C", "H", "H", "H", "C", "C", "H", "H", "C", "H"], "coordinates": [[0.00164, 1.57357, -5.29047], [0.58024, 2.29111, 2.62643], [-3.19846, 0.73258, 1.37213], [0.65071, 1.38406, -0.42641], [0.97290, -4.03120, -1.78046], [-3.89912, -0.71750, -0.09088], [-1.39269, -3.11089, -3.46136], [-2.17500, -4.21009, 5.98166], [0.80521, -1.65308, -0.32511], [-1.29306, -1.67331, 5.42955], [-2.89386, -1.69281, 0.09377], [-0.34160, 3.55241, 3.40748], [1.93080, -0.53084, 1.06653], [-0.74187, 0.25826, 3.48160], [-1.12959, 2.51965, 2.16405], [-1.86138, 1.74094, 4.35735], [-2.67048, 0.72990, -1.13236], [0.20619, -0.29351, -6.38618], [-4.38919, 0.87164, -1.49330], [0.36280, -4.06362, -2.69455], [3.09599, 2.32608, -1.72609], [2.93449, 3.07821, -0.95354], [0.07546, 1.66167, 5.29480], [0.65798, -3.67444, -4.77890], [0.73921, 1.84280, -3.33572], [-2.13865, -1.26955, 0.53857], [0.01437, -5.40154, -3.03120], [-0.82591, -3.62584, 3.67090], [-3.41449, -0.47784, -2.17327], [1.42288, 0.30231, -1.63117], [-0.62004, -2.28989, 5.73653], [0.92336, 1.97496, -5.73262], [-1.62053, -2.35189, 2.70189], [-0.18299, 0.90142, 6.02525], [-0.60205, -2.22308, -2.12847], [0.91101, -0.30168, -4.79127], [-0.47364, -0.66695, 0.96674], [-3.24307, -2.97355, 6.63116], [-1.75956, -3.09220, 3.49104], [-1.10803, 2.09010, -6.06853], [5.17436, 3.50547, -0.24957], [-0.97951, 1.81587, -6.98116], [1.96555, 3.56223, -1.08150], [-3.05636, -1.70503, 4.44738], [-4.83721, -1.24632, -0.28758], [-0.85916, -0.36827, -4.94359], [1.52793, -2.52206, -3.71414], [-0.33825, 0.31636, -1.38843], [4.45708, 4.50573, -2.35058], [-0.42042, 2.54833, 2.98790], [-0.67082, -5.67744, -2.41436], [0.63007, 0.39383, -0.88932], [-0.81586, 1.56584, 4.07100], [-1.00671, 1.56545, -3.40986], [5.18402, 1.18298, 1.42444], [-0.95645, -0.41530, 4.14535], [1.90775, -1.25112, 1.88407], [1.99396, 0.48323, 1.46682], [5.21561, 5.29491, -2.31917], [-0.30828, -0.17105, 1.78716], [1.11685, 1.59472, 4.97157], [-0.04088, 2.66184, 5.72103], [-2.49082, -3.80559, 3.09944], [3.60514, 4.94636, -2.86868], [-3.58827, 0.15617, -1.30308], [-4.08794, 0.12477, 1.16759], [4.04904, 4.10616, -0.94011], [-2.91637, -3.45300, 5.70597], [-4.94430, 0.80097, 1.09986], [-1.55832, -3.61562, -1.74143], [5.12783, 0.45206, 0.80439], [-2.31787, -2.44734, 4.75267], [2.87846, 2.55905, 0.00745], [0.70655, -0.68247, 0.17325], [4.98581, 1.96910, 0.89768], [2.10711, -4.17251, -3.93815], [-0.27425, 3.15270, -3.86567], [-0.17316, 2.06977, -3.89642], [2.84074, -0.73451, 0.49556], [5.95453, 3.98866, -0.53653], [4.84465, 3.62768, -2.86159], [0.05080, 0.05799, -5.36584], [-0.88598, -3.21107, -2.50136], [-4.25125, -0.49146, 2.05626], [-3.78140, -3.96142, 5.28034], [1.20943, -3.55531, -3.84416], [3.71665, 4.97233, -0.36045]], "atomic_forces_ev_per_a": [[-0.411, 0.048, -1.217], [-0.085, -0.058, -0.100], [-0.010, -0.051, -0.120], [0.169, 0.001, -0.035], [-0.101, -0.182, 0.048], [-0.170, 0.421, 0.087], [-0.192, 0.030, 0.078], [-0.020, -0.021, -0.101], [-0.425, -0.082, 0.105], [-0.382, -0.068, -0.191], [-0.167, -0.175, 0.131], [-0.226, 0.053, -0.123], [0.119, -0.072, -0.257], [0.077, 0.405, -0.105], [0.011, 0.107, -0.084], [0.054, 0.073, 0.047], [-0.046, -0.039, 0.084], [-0.194, 0.008, -0.070], [-0.061, -0.073, -0.126], [-0.118, 0.489, -0.140], [-0.059, 0.026, -0.064], [-0.056, -0.038, 0.435], [0.030, 0.589, -0.480], [-0.062, 0.208, 0.020], [-0.138, -0.090, 0.071], [0.164, -0.042, -0.224], [0.004, -0.090, 0.203], [0.045, 0.006, 0.101], [-0.153, 0.066, -0.070], [0.079, 0.037, 0.029], [0.092, 0.012, -0.023], [0.031, 0.043, 0.167], [0.258, -0.017, 0.090], [0.125, -0.042, 0.121], [-0.065, 0.045, -0.177], [-0.123, -0.034, 0.051], [0.139, -0.090, -0.259], [0.023, 0.069, -0.072], [-0.489, 0.056, -0.251], [0.314, -0.168, 0.328], [-0.452, 0.346, -0.468], [-0.041, -0.029, -0.022], [0.020, -0.030, -0.283], [-0.088, 0.020, 0.168], [0.113, -0.165, 0.006], [-0.018, -0.083, -0.087], [-0.140, 0.064, 0.049], [0.107, -0.079, -0.145], [-0.061, 0.510, 0.575], [0.318, -0.053, 0.299], [0.010, -0.112, -0.033], [-0.519, 0.056, 0.070], [-0.220, -0.402, -0.142], [-0.135, 0.184, 0.035], [-0.135, -0.098, 0.137], [0.154, -0.060, 0.222], [-0.087, 0.057, 0.077], [0.053, -0.043, 0.105], [0.109, -0.168, -0.043], [-0.252, -0.105, 0.194], [0.023, -0.308, 0.174], [-0.076, -0.137, 0.231], [0.089, -0.017, 0.041], [-0.038, -0.240, -0.174], [0.258, 0.007, 0.151], [0.037, 0.150, 0.335], [0.114, -0.422, 0.091], [-0.112, -0.053, 0.454], [0.054, -0.018, -0.186], [-0.053, -0.103, -0.126], [0.016, -0.032, -0.018], [0.398, -0.030, -0.147], [0.094, 0.051, -0.020], [0.578, -0.008, 0.219], [0.238, 0.094, -0.071], [-0.019, 0.053, 0.042], [-0.303, 0.016, -0.057], [0.624, 0.101, 0.542], [-0.028, 0.148, -0.006], [0.188, -0.102, 0.202], [-0.050, 0.037, -0.236], [0.375, 0.051, 0.235], [0.403, 0.099, 0.195], [0.015, -0.161, -0.158], [0.069, -0.007, -0.130], [0.302, -0.433, -0.144], [0.087, 0.096, -0.060]]}

=====

Record 3
{"formula": "C8H16N5O", "method": "wB97M-V/def2-TZVPD", "largest_force_ha_per_bohr": 0.118, "multiplicity": 1, "e_above_lowest_kj_mol": 606.79, "homo_lumo_gap_ev": 9.12, "total_charge": 1, "e_lumo_ev": -4.9, "species": ["H", "H", "H", "H", "N", "H", "H", "H", "N", "N", "C", "H", "H", "H", "C", "N", "H", "C", "H", "C", "C", "H", "H", "N", "C", "C", "C", "H", "O", "H"], "coordinates": [[-1.33451, -1.93370, -0.70827], [0.20518, 0.56926, 2.31305], [-2.76043, -0.76310, -0.61474], [0.90552, 1.59935, -1.64094], [-2.89454, 0.39927, 1.74013], [-2.56397, 1.64946, -0.62486], [-1.22569, 2.32342, 0.06671], [-0.98689, 1.61384, -1.55235], [-1.70819, 0.17097, 1.44815], [-3.42015, 0.37700, 2.80819], [1.60802, -1.73172, -0.93250], [0.52771, 0.01431, -2.55690], [3.10851, -0.70465, 0.93286], [2.46424, -1.74833, -1.59967], [1.49328, -0.21244, -0.46599], [-1.43357, -0.11020, 3.64456], [3.64148, 0.25235, -0.59882], [0.40040, 0.00077, 0.49393], [1.77374, -2.38724, -0.13780], [-1.08292, 0.17575, 0.16944], [-1.45423, 1.54059, -0.59377], [-1.63210, -0.56630, -1.91986], [2.79909, 0.96065, 0.89799], [-2.51218, 0.16517, 3.82614], [1.21807, 0.50674, -1.72170], [-1.61822, -0.84989, -0.79416], [2.84757, 0.02097, 0.18884], [2.15732, 0.41058, -2.28349], [0.85121, 0.25202, 1.64997], [0.62626, -1.99489, -1.43415]], "atomic_forces_ev_per_a": [[-0.196, 1.188, 0.272], [-0.686, -0.438, -0.017], [1.707, -0.588, -0.116], [0.897, -1.451, -0.048], [1.789, -0.277, -5.185], [0.728, -0.813, -0.332], [0.950, 1.444, 0.626], [-0.084, 0.123, -0.289], [0.066, -0.192, 3.194], [-5.880, 1.450, 0.603], [-2.330, 1.130, -1.193], [0.866, 0.748, 2.375], [0.311, -0.904, -0.218], [-0.168, -0.143, -0.230], [0.087, -2.803, 0.336], [1.619, -0.007, 0.027], [-1.014, -0.754, 1.209], [0.162, 1.215, -0.199], [0.307, -1.005, 1.375], [-0.211, 0.953, -1.606], [-0.762, -0.828, 1.297], [0.778, -0.312, 2.006], [0.286, -1.322, -1.769], [2.639, -1.144, 2.337], [-0.715, 1.573, -3.972], [-3.146, -1.531, -1.980], [0.833, 4.037, 0.601], [-0.007, 0.686, 0.149], [-0.381, -0.032, 0.491], [1.556, -0.005, 0.254]]}